No. 1
The following is a DFT calculation (ωB97M-V/def2-TZVPD) of the molecule C2H4N4OS.

```
! RIJCOSX wB97M-V def2-TZVPD def2/J DEFGRID3
* xyz 0 1
C -1.766 0.309 0.046
N -0.471 -0.353 -0.210
N -0.316 -1.628 0.312
N 0.839 -1.822 0.720
C 1.569 -0.640 0.622
O 2.761 -0.394 0.848
N 0.716 0.261 -0.077
S 1.065 1.745 -0.726
H -2.482 -0.440 -0.539
H -1.813 1.311 -0.475
H -1.889 0.383 1.275
H 1.787 1.269 -1.797
*
```

Output
- Structure (SMILES): Cn1nnc(=O)n1S
- Energy above the lowest of the compared OMol25 structures with the same formula, charge and spin: 2.4014 eV
- F_max: 4.1 eV/A
- Frontier orbital gap: 0.338 hartree

***

No. 2
The following is a DFT calculation (ωB97M-V/def2-TZVPD) of the molecule C4H8O3.

```
! RIJCOSX wB97M-V def2-TZVPD def2/J DEFGRID3
* xyz 0 1
C -1.655 1.024 -0.416
C -0.177 0.663 -0.518
O 0.578 1.311 0.483
C 0.015 -0.857 -0.481
O 1.407 -1.183 -0.360
C 1.892 -1.194 0.882
O 1.256 -1.042 1.897
H -2.239 0.632 -1.256
H -1.754 2.112 -0.398
H -2.081 0.629 0.515
H 0.232 1.037 -1.464
H 0.399 0.870 1.327
H -0.315 -1.315 -1.416
H -0.532 -1.306 0.355
H 2.974 -1.381 0.852
*
```

Output
- Structure (SMILES): C[C@@H](O)COC=O
- Energy above the lowest of the compared OMol25 structures with the same formula, charge and spin: 0.9211 eV
- F_max: 0.5 eV/A
- Frontier orbital gap: 0.416 hartree

***

No. 3
The following is a DFT calculation (ωB97M-V/def2-TZVPD) of a 2-piece molecular cluster, C5H8O overall.

```
! RIJCOSX wB97M-V def2-TZVPD def2/J DEFGRID3
* xyz 0 1
C -1.530 -0.396 1.019
C -1.035 0.512 -0.125
C 0.423 0.877 -0.016
C 1.276 0.946 -1.037
C 1.292 -2.229 -0.366
O 2.246 -2.170 0.248
H -2.109 -1.219 0.594
H -0.705 -0.829 1.602
H -2.174 0.147 1.723
H -1.193 0.033 -1.098
H -1.669 1.412 -0.148
H 0.789 1.084 0.990
H 0.965 0.719 -2.056
H 2.314 1.244 -0.902
*
```

Output
- Energy above the lowest of the compared OMol25 structures with the same formula, charge and spin: 1.2016 eV
- F_max: 1.4 eV/A
- Frontier orbital gap: 0.399 hartree

***

No. 4
The following is a DFT calculation (ωB97M-V/def2-TZVPD) of C18H37N2ORuS as an isolated structure.

```
! RIJCOSX wB97M-V def2-TZVPD def2/J DEFGRID3
* xyz 2 2
Ru -0.219 0.324 -0.852
C 1.448 -0.981 -0.342
C 1.737 -0.146 -1.478
C 0.879 -0.562 -2.583
C 0.020 -1.562 -2.089
C 0.349 -1.813 -0.711
C -0.358 -2.791 0.162
C -1.067 -2.255 -2.837
C 1.011 -0.115 -3.997
C 2.876 0.810 -1.580
C 2.314 -1.131 0.866
H -0.102 -2.641 1.209
H -0.099 -3.807 -0.143
H -1.442 -2.698 0.063
H -1.304 -1.761 -3.777
H -1.975 -2.334 -2.238
H -0.753 -3.277 -3.067
H 0.066 -0.156 -4.537
H 1.701 -0.795 -4.503
H 1.431 0.885 -4.080
H 2.667 1.624 -2.273
H 3.759 0.282 -1.952
H 3.139 1.229 -0.610
H 1.792 -1.637 1.674
H 2.680 -0.178 1.244
H 3.191 -1.716 0.581
C 0.863 1.897 1.665
N -0.262 1.727 0.720
C -1.377 1.020 1.401
C -0.667 3.063 0.212
C -1.800 2.906 -0.770
N -1.391 1.918 -1.803
C -2.593 1.271 -2.390
C -0.662 2.617 -2.889
H 0.580 2.610 2.443
H 1.730 2.285 1.133
H 1.087 0.942 2.132
H -1.970 1.714 2.002
H -0.970 0.213 2.015
H -2.066 0.575 0.658
H 0.213 3.505 -0.257
H -0.958 3.703 1.050
H -2.065 3.858 -1.232
H -2.694 2.534 -0.270
H -3.253 2.020 -2.835
H -3.150 0.739 -1.617
H -2.290 0.568 -3.166
H -1.269 3.439 -3.276
H -0.461 1.924 -3.698
H 0.279 3.020 -2.516
C 1.359 -1.872 5.360
S -0.207 -1.361 4.660
C -1.064 -2.920 4.833
O 0.042 -1.183 3.176
H 1.739 -2.729 4.805
H 1.217 -2.121 6.411
H 2.043 -1.030 5.280
H -1.165 -3.144 5.895
H -0.502 -3.702 4.324
H -2.052 -2.806 4.394
*
```

Output
- Energy above the lowest of the compared OMol25 structures with the same formula, charge and spin: 0.0000 eV
- F_max: 0.5 eV/A
- Frontier orbital gap (spin up / spin down): 0.273 / 0.241 hartree

***

No. 5
The following is a DFT calculation (ωB97M-V/def2-TZVPD) of an isolated ion of composition C5H9N2O and charge +1.

```
! RIJCOSX wB97M-V def2-TZVPD def2/J DEFGRID3
* xyz 1 3
C -0.175 0.924 -1.388
C -0.103 -0.409 -1.389
C -0.418 0.298 0.657
C -0.285 2.763 0.446
C 0.721 -2.826 0.611
N -0.252 1.384 -0.089
N -0.293 -0.850 -0.135
O -0.498 -2.177 0.173
H -0.051 1.640 -2.221
H -0.064 -1.097 -2.164
H -0.640 0.292 1.696
H -1.231 3.033 0.994
H 0.453 2.820 1.256
H -0.352 3.493 -0.311
H 0.666 -3.973 0.353
H 1.091 -2.732 1.618
H 1.429 -2.584 -0.106
*
```

Output
- Energy above the lowest of the compared OMol25 structures with the same formula, charge and spin: 3.2350 eV
- F_max: 5.8 eV/A
- Frontier orbital gap (spin up / spin down): 0.265 / 0.276 hartree

***

No. 6
The following is a DFT calculation (ωB97M-V/def2-TZVPD) of C12H33ClIN2P2SSm as an isolated structure.

```
! RIJCOSX wB97M-V def2-TZVPD def2/J DEFGRID3
* xyz 2 6
C -2.471 0.434 0.032
I 2.222 -0.079 -0.166
H -2.626 0.550 -1.047
H -2.794 1.353 0.543
H -3.071 -0.412 0.389
Sm 1.189 -0.021 -3.361
P 0.476 2.606 -2.594
C 0.084 3.389 -0.995
C 2.052 3.481 -2.967
H 1.828 4.556 -2.994
H -0.422 4.530 -3.761
H 2.449 3.157 -3.939
H -0.517 3.041 -4.764
H 0.861 3.138 -0.258
H 2.788 3.271 -2.180
C -0.652 3.455 -3.754
H 0.040 4.484 -1.122
H -1.693 3.302 -3.439
H -0.880 3.022 -0.618
P 0.459 -2.587 -2.485
C 0.055 -3.159 -0.804
C -0.689 -3.532 -3.531
H 2.430 -3.291 -3.736
H 1.714 -4.603 -2.731
H 2.732 -3.320 -1.966
C 2.005 -3.543 -2.756
H -0.665 -3.114 -4.545
H -0.362 -4.581 -3.550
H 0.144 -4.257 -0.780
H -0.962 -2.840 -0.541
H -1.704 -3.451 -3.123
H 0.760 -2.705 -0.093
Cl 1.518 -0.138 -5.826
C 1.605 1.790 4.398
C 0.227 1.406 3.906
N 0.374 0.714 2.614
C -0.618 0.039 2.027
S -0.742 0.104 0.284
N -1.419 -0.745 2.777
C -0.843 -1.644 3.809
C -1.921 -2.116 4.763
H 2.265 0.919 4.459
H 1.521 2.223 5.394
H 2.088 2.528 3.749
H -0.293 0.734 4.591
H -0.417 2.293 3.774
H 1.032 1.157 1.969
H -2.176 -1.185 2.253
H -0.385 -2.506 3.296
H -0.055 -1.104 4.345
H -2.648 -2.770 4.267
H -1.447 -2.698 5.561
H -2.449 -1.277 5.224
*
```

Output
- F_max: 2.0 eV/A
- Frontier orbital gap (spin up / spin down): 0.224 / 0.273 hartree